{
  "formula": "C22H31N3O2",
  "method": "ωB97M-V with the def2-TZVPD basis set",
  "elements": ["O", "C", "C", "C", "C", "O", "N", "C", "C", "N", "C", "C", "C", "C", "C", "C", "C", "N", "C", "C", "C", "C", "C", "C", "C", "C", "C", "H", "H", "H", "H", "H", "H", "H", "H", "H", "H", "H", "H", "H", "H", "H", "H", "H", "H", "H", "H", "H", "H", "H", "H", "H", "H", "H", "H", "H", "H", "H"],
  "coordinates": [[-0.894657, -1.792650, 0.519839], [-0.677849, -1.504501, -0.636113], [-1.695797, -0.840784, -1.550849], [-2.812827, -0.175826, -0.730798], [-3.511402, -1.313787, 0.021238], [-3.965906, -2.256202, -0.599739], [-3.671523, -1.187927, 1.348244], [-2.997433, -0.174870, 2.120000], [-3.011146, 1.109900, 1.306824], [-2.265284, 0.889694, 0.089088], [-2.021644, 2.122057, -0.642030], [-0.741265, 2.813714, -0.158936], [0.479727, 1.929733, -0.409654], [1.752845, 2.612380, 0.077814], [1.931708, 3.963659, -0.607879], [0.714718, 4.850882, -0.364467], [-0.556781, 4.163054, -0.853375], [0.493959, -1.782167, -1.257620], [1.597404, -2.445545, -0.615487], [2.536075, -1.508049, 0.078262], [2.199822, -1.011098, 1.332170], [3.051081, -0.139158, 1.985898], [4.242281, 0.245685, 1.392701], [4.575270, -0.235918, 0.138160], [3.723639, -1.106958, -0.519109], [1.326052, -3.796132, -0.016323], [2.119869, -3.685038, -1.283455], [-2.150229, -1.621493, -2.166382], [-1.202760, -0.117967, -2.200677], [-3.575096, 0.209100, -1.437121], [-4.011019, -2.010881, 1.824972], [-3.522845, -0.041199, 3.068497], [-1.958972, -0.470050, 2.308703], [-2.527700, 1.909687, 1.869988], [-4.058104, 1.407847, 1.105796], [-1.912032, 1.897365, -1.705112], [-2.875248, 2.814476, -0.542216], [-0.821981, 2.986893, 0.918782], [0.344170, 0.974864, 0.099044], [0.568276, 1.734335, -1.481658], [2.614319, 1.973120, -0.123725], [1.694177, 2.758052, 1.158539], [2.057552, 3.810077, -1.682276], [2.831729, 4.455873, -0.233478], [0.840147, 5.806263, -0.878754], [0.625666, 5.055943, 0.704835], [-0.492370, 4.007415, -1.933247], [-1.421790, 4.802172, -0.660301], [0.629970, -1.484696, -2.211268], [1.267086, -1.317553, 1.780744], [2.787510, 0.240307, 2.962128], [4.909007, 0.923851, 1.904952], [5.500313, 0.067917, -0.330343], [3.984231, -1.481280, -1.499081], [1.844583, -4.051203, 0.894686], [0.317512, -4.173327, -0.070416], [1.652472, -3.998533, -2.205094], [3.180994, -3.877262, -1.239346]],
  "forces_ev_per_angstrom": [[-0.091, -0.102, 0.416], [0.028, 0.237, -0.632], [-0.379, 0.002, 0.277], [0.182, -0.235, -0.395], [-0.266, 0.125, -0.011], [0.069, -0.182, -0.274], [-0.236, -0.104, 0.469], [0.156, 0.343, 0.018], [0.038, -0.163, 0.265], [-0.104, -0.021, 0.000], [0.236, 0.186, 0.272], [-0.148, -0.136, -0.565], [-0.023, 0.129, 0.461], [0.069, -0.063, -0.399], [-0.021, 0.052, 0.350], [0.047, -0.010, -0.356], [-0.015, 0.023, 0.439], [0.303, -0.340, -0.246], [-0.087, -0.015, 0.126], [0.089, -0.129, -0.014], [0.027, -0.009, 0.001], [-0.007, 0.033, 0.062], [0.100, 0.040, 0.019], [0.118, 0.099, -0.003], [-0.110, -0.033, 0.030], [-0.083, 0.043, -0.060], [0.090, -0.060, -0.088], [0.060, 0.064, -0.052], [0.011, 0.014, -0.035], [0.081, -0.121, 0.151], [-0.004, 0.027, -0.181], [0.019, 0.014, -0.089], [-0.086, 0.093, 0.077], [-0.043, -0.001, 0.012], [0.082, 0.029, 0.049], [-0.008, 0.011, -0.046], [-0.011, -0.055, -0.081], [-0.012, 0.026, 0.083], [0.008, -0.073, -0.051], [-0.028, -0.061, -0.166], [0.008, -0.021, 0.098], [0.040, -0.023, 0.112], [0.055, 0.007, -0.087], [0.055, 0.015, -0.080], [-0.007, 0.060, 0.079], [-0.006, 0.066, 0.068], [-0.039, -0.015, -0.114], [-0.067, 0.015, -0.076], [-0.096, 0.046, 0.098], [-0.116, -0.054, 0.058], [-0.028, 0.034, 0.093], [0.053, 0.054, 0.044], [0.075, 0.023, -0.027], [0.024, -0.075, -0.085], [0.100, 0.061, 0.050], [-0.088, 0.043, -0.065], [-0.098, 0.022, -0.041], [0.089, 0.061, 0.044]],
  "homo_lumo_gap_ha": 0.3412,
  "lumo_ev": 0.7,
  "de_lowest_kcal_mol": 18.2,
  "energy_ha": -1171.6995,
  "homo_ev": -8.55
}

---

{
  "formula": "C22H31N3O2",
  "method": "ωB97M-V with the def2-TZVPD basis set",
  "elements": ["C", "C", "N", "N", "C", "C", "C", "N", "C", "C", "C", "C", "C", "O", "C", "C", "C", "C", "C", "O", "C", "C", "C", "C", "C", "C", "C", "H", "H", "H", "H", "H", "H", "H", "H", "H", "H", "H", "H", "H", "H", "H", "H", "H", "H", "H", "H", "H", "H", "H", "H", "H", "H", "H", "H", "H", "H", "H"],
  "coordinates": [[-1.520119, 4.969310, -4.050040], [-0.986459, 3.978464, -5.083075], [0.236863, 3.365881, -4.641471], [1.404572, 3.946583, -4.915406], [2.327485, 3.194658, -4.348222], [1.752263, 2.097346, -3.689978], [2.443669, 1.004382, -2.944074], [1.822543, 0.774674, -1.648118], [1.987454, 1.913343, -0.763602], [1.154900, 1.716187, 0.498248], [1.579623, 0.438286, 1.213584], [1.478028, -0.736113, 0.231918], [1.942748, -2.015439, 0.899880], [2.953079, -2.589129, 0.556986], [1.128878, -2.515387, 2.040503], [1.760018, -3.355207, 2.960894], [1.059416, -3.843574, 4.042894], [-0.277021, -3.525433, 4.227534], [-0.924530, -2.700789, 3.311336], [-2.220198, -2.302332, 3.373554], [-3.088888, -2.806576, 4.380913], [-4.280434, -1.855192, 4.425885], [-3.533640, -4.232210, 4.054481], [-0.209524, -2.198471, 2.222709], [2.313864, -0.431892, -1.011773], [0.390656, 2.245676, -3.897761], [-0.736600, 1.391845, -3.445238], [-1.741254, 4.467037, -3.111148], [-0.776295, 5.739459, -3.863307], [-2.428482, 5.438736, -4.417803], [-0.762674, 4.504455, -6.014023], [-1.723527, 3.195992, -5.280561], [3.364778, 3.452660, -4.431748], [3.515749, 1.253929, -2.848570], [2.368533, 0.071109, -3.513972], [1.655719, 2.808771, -1.294477], [3.049256, 2.053901, -0.486632], [1.278607, 2.577189, 1.157233], [0.102251, 1.643907, 0.219076], [0.953489, 0.261091, 2.089666], [2.615222, 0.531956, 1.550213], [0.434730, -0.847047, -0.076982], [2.798081, -3.605024, 2.807041], [1.549998, -4.487291, 4.757916], [-0.795772, -3.927299, 5.083621], [-2.578445, -2.784357, 5.354711], [-4.986279, -2.177015, 5.185947], [-3.944739, -0.847416, 4.655323], [-4.776440, -1.842601, 3.459146], [-4.185469, -4.607025, 4.838784], [-2.676826, -4.895418, 3.961667], [-4.074577, -4.238258, 3.111220], [-0.749243, -1.576016, 1.527709], [2.227654, -1.263537, -1.716066], [3.376119, -0.345929, -0.723561], [-0.345550, 0.647612, -2.757577], [-1.497450, 1.980509, -2.934409], [-1.205810, 0.887027, -4.290999]],
  "forces_ev_per_angstrom": [[0.081, -0.159, -0.177], [-0.359, 0.409, 0.056], [0.322, -0.496, 0.146], [0.207, 0.703, -0.430], [-0.333, -0.179, 0.097], [-0.157, 0.039, -0.073], [-0.123, -0.061, -0.097], [0.167, -0.012, 0.089], [-0.337, 0.194, 0.096], [0.330, 0.005, 0.016], [-0.339, 0.060, -0.071], [0.511, -0.036, -0.125], [-0.134, 0.285, -0.317], [-0.008, 0.029, 0.033], [-0.122, -0.468, 0.538], [0.066, 0.055, -0.068], [0.093, 0.027, -0.099], [-0.355, 0.096, 0.044], [0.275, -0.051, -0.084], [-0.006, 0.130, -0.115], [-0.428, -0.214, 0.260], [0.456, -0.130, -0.011], [0.298, 0.313, 0.032], [0.036, -0.076, 0.039], [-0.187, -0.250, 0.058], [0.316, -0.129, 0.094], [-0.070, -0.002, -0.146], [-0.041, -0.029, 0.099], [0.049, 0.071, 0.023], [-0.114, 0.073, -0.002], [-0.033, -0.183, 0.061], [0.110, 0.043, -0.047], [0.236, 0.092, -0.033], [-0.038, -0.085, -0.018], [0.121, 0.018, 0.099], [0.088, -0.019, 0.057], [0.001, 0.000, -0.045], [-0.048, 0.026, 0.006], [-0.073, 0.054, 0.000], [0.078, 0.015, 0.032], [0.053, -0.027, 0.052], [-0.028, -0.011, 0.012], [0.078, -0.025, -0.019], [0.039, -0.044, 0.059], [-0.090, -0.016, 0.045], [-0.018, 0.022, -0.153], [-0.092, -0.030, 0.074], [-0.011, 0.098, 0.036], [-0.085, -0.012, -0.102], [-0.069, -0.067, 0.081], [0.023, -0.103, 0.004], [-0.073, 0.001, -0.088], [-0.045, 0.128, -0.090], [0.092, 0.037, 0.025], [-0.044, -0.033, -0.047], [-0.069, -0.015, 0.037], [-0.106, -0.020, 0.071], [-0.094, -0.043, -0.014]],
  "homo_lumo_gap_ha": 0.3303,
  "lumo_ev": 0.5,
  "de_lowest_kcal_mol": 41.9,
  "energy_ha": -1171.6617,
  "homo_ev": -8.51
}